1.
{
  "formula": "C12H18N",
  "method": "ωB97M-V/def2-TZVPD",
  "charge": 1,
  "e_lumo_ev": -3.41,
  "gap_ev": 9.505,
  "homo_energy_ev": -12.910,
  "smiles": "C[NH+]1C2=CC=CC=C1CCCCC2",
  "energy_ha": -522.419539,
  "species": ["C", "N", "C", "C", "C", "C", "C", "C", "C", "C", "C", "C", "C", "H", "H", "H", "H", "H", "H", "H", "H", "H", "H", "H", "H", "H", "H", "H", "H", "H", "H"],
  "coordinates": [[0.41517, -0.12607, -2.48411], [0.25701, -0.13077, -1.01921], [-1.17693, 0.12973, -0.57802], [-1.73185, 1.29796, -0.83503], [-1.12544, 2.37196, -1.55922], [0.15121, 2.76889, -1.36523], [1.13174, 2.14706, -0.47935], [1.21743, 0.82143, -0.28717], [1.99976, -0.04470, 0.70932], [1.09646, -0.44151, 1.88634], [0.13555, -1.63267, 1.69710], [-1.35401, -1.29886, 1.55651], [-1.89273, -0.97134, 0.18677], [1.38086, 0.05026, -2.65935], [0.01916, -1.11281, -2.71281], [-0.27736, 0.75795, -2.82276], [0.34448, -1.01315, -0.63122], [-2.70607, 1.49625, -0.61044], [-1.86337, 2.79695, -2.20070], [0.66202, 3.60831, -1.79459], [1.84405, 2.64332, -0.01193], [2.79582, 0.54167, 0.91211], [2.48413, -1.02493, 0.22942], [0.63547, 0.57327, 2.17044], [1.73457, -0.76675, 2.57286], [0.08149, -2.28821, 2.64571], [0.27574, -2.19943, 0.85239], [-2.08420, -2.04880, 1.86452], [-1.54994, -0.37336, 2.28439], [-1.74809, -1.76465, -0.45543], [-2.97572, -0.85032, 0.24141]]
}


2.
{
  "formula": "C12H18N2",
  "method": "ωB97M-V/def2-TZVPD",
  "charge": 0,
  "e_lumo_ev": 0.76,
  "gap_ev": 10.255,
  "homo_energy_ev": -9.492,
  "smiles": "CC1([C@]23C[C@H]4C[C@H](C[C@H](C4)C2)C3)N=N1",
  "energy_ha": -577.456618,
  "species": ["C", "C", "C", "C", "C", "C", "C", "C", "C", "C", "C", "C", "N", "N", "H", "H", "H", "H", "H", "H", "H", "H", "H", "H", "H", "H", "H", "H", "H", "H", "H", "H"],
  "coordinates": [[-3.12531, 0.40516, 1.11826], [-2.34727, -0.19347, -0.07399], [-0.78454, -0.13174, -0.09229], [-0.40329, 1.10846, 0.79927], [1.15541, 1.17129, 0.60303], [1.78259, -0.02518, 1.26168], [1.39031, -1.30500, 0.50742], [1.76391, -1.22177, -1.01309], [1.18764, 0.10726, -1.59465], [1.69862, 1.25521, -0.82999], [-0.33629, 0.06679, -1.51591], [-0.13298, -1.31553, 0.55180], [-2.95767, -1.37589, -0.66744], [-2.92531, -0.38243, -1.39018], [-2.65687, 1.37697, 1.16034], [-3.14520, -0.09458, 2.03027], [-4.24440, 0.40920, 0.89570], [-0.59822, 1.11471, 1.90922], [-0.76194, 2.10307, 0.47909], [1.45827, 2.07212, 1.06674], [2.90522, 0.01102, 1.25377], [1.42784, -0.29920, 2.22644], [1.91011, -2.17936, 0.87896], [2.97674, -1.24507, -1.05504], [1.51878, -2.15728, -1.54784], [1.42477, 0.21741, -2.66008], [1.33977, 2.20327, -1.15306], [2.69993, 1.41978, -0.98915], [-0.54843, 1.11062, -1.91312], [-0.79672, -0.72061, -2.08982], [-0.50607, -2.28012, 0.25175], [-0.36938, -1.22511, 1.59190]]
}


3.
{
  "formula": "C12H18N4O7",
  "method": "ωB97M-V/def2-TZVPD",
  "charge": 0,
  "e_lumo_ev": -0.63,
  "gap_ev": 8.853,
  "homo_energy_ev": -9.485,
  "smiles": "CNC(=O)[C@@H](NC(C)=O)[C@@H](C)O.O=C(O)c1cc(=O)[nH]c(=O)[nH]1",
  "energy_ha": -1213.860496,
  "species": ["C", "N", "C", "O", "C", "N", "C", "C", "O", "C", "C", "O", "H", "H", "H", "H", "H", "H", "H", "H", "H", "H", "H", "H", "H", "H", "O", "C", "O", "C", "C", "C", "O", "N", "C", "O", "N", "H", "H", "H", "H"],
  "coordinates": [[-0.95004, -2.44346, 4.66755], [-0.40038, -3.11084, 3.48683], [0.17229, -2.54723, 2.41821], [0.54602, -3.25784, 1.49268], [0.29867, -1.01980, 2.31564], [1.62285, -0.59455, 1.82417], [2.78003, -0.61358, 2.48236], [2.82235, -1.10077, 3.91779], [3.80640, -0.22898, 1.94718], [-0.80583, -0.51810, 1.37513], [-0.91588, 1.00627, 1.38633], [-0.53167, -0.94592, 0.05975], [-0.15855, -1.92576, 5.21303], [-1.39938, -3.18457, 5.33141], [-1.72137, -1.72791, 4.37584], [-0.45163, -4.11911, 3.45213], [0.13098, -0.57725, 3.29405], [1.67512, -0.30162, 0.85931], [3.83905, -0.98555, 4.29176], [2.14738, -0.50611, 4.52798], [2.54881, -2.15301, 3.95177], [-1.76002, -0.93649, 1.69781], [-0.03357, 1.45524, 0.93000], [-1.79680, 1.30363, 0.81803], [-1.02196, 1.36691, 2.40854], [-0.31343, -1.88707, 0.09418], [-1.14860, 3.39016, -7.14200], [-1.65502, 2.61875, -6.34561], [-2.92179, 2.15604, -6.46800], [-0.89693, 2.21212, -5.14276], [0.48206, 2.09727, -5.12975], [1.15542, 1.66071, -3.91934], [2.36017, 1.49594, -3.89414], [0.43916, 1.45074, -2.77578], [-0.91907, 1.51533, -2.81393], [-1.58510, 1.35319, -1.81689], [-1.57084, 1.87388, -3.96114], [-3.24964, 2.54469, -7.29436], [1.08606, 2.32101, -6.00197], [0.88085, 0.99606, -1.98927], [-2.58617, 1.86754, -3.92454]]
}


4.
{
  "formula": "C12H18N6",
  "method": "ωB97M-V/def2-TZVPD",
  "charge": 0,
  "e_lumo_ev": 0.51,
  "gap_ev": 11.908,
  "homo_energy_ev": -11.402,
  "smiles": "CC#N.CC#N.CC#N.CC#N.CC#N.CC#N",
  "energy_ha": -796.515787,
  "species": ["C", "C", "N", "H", "H", "H", "C", "C", "N", "H", "H", "H", "C", "C", "N", "H", "H", "H", "C", "C", "N", "H", "H", "H", "C", "C", "N", "H", "H", "H", "C", "C", "N", "H", "H", "H"],
  "coordinates": [[1.93087, 0.34542, 3.01689], [0.86314, -0.32119, 3.77001], [0.01206, -0.83010, 4.28451], [1.79149, 1.42200, 3.12827], [1.82494, -0.01912, 2.02412], [2.90704, -0.02057, 3.39279], [4.52878, 0.59746, 0.20097], [4.64793, 2.04773, 0.47880], [4.67952, 3.18586, 0.60235], [4.14272, 0.41161, -0.77344], [3.80768, 0.09793, 0.94927], [5.51247, 0.13596, 0.25533], [-2.13163, 0.86134, 2.68747], [-2.75197, 0.34490, 1.50636], [-3.29298, 0.15585, 0.51180], [-1.17778, 1.34387, 2.50460], [-1.82047, 0.09438, 3.38737], [-2.78024, 1.50929, 3.24903], [-0.46543, 1.27271, -1.65911], [-0.08586, 1.97246, -0.41350], [0.22683, 2.48068, 0.56491], [0.31334, 0.60034, -1.95431], [-0.55410, 2.05582, -2.42915], [-1.48470, 0.77804, -1.64856], [0.76866, -2.54891, -2.20288], [1.38044, -1.77621, -1.13874], [1.79757, -1.16255, -0.25159], [1.61654, -3.02936, -2.81904], [0.18912, -1.89670, -2.81449], [0.06820, -3.25333, -1.84588], [-4.85249, -1.15798, -2.67539], [-3.44820, -1.05176, -2.87710], [-2.37676, -0.97004, -3.26217], [-4.99486, -1.34289, -1.55437], [-5.32653, -2.02876, -3.19985], [-5.46536, -0.30416, -2.99528]]
}


5.
{
  "formula": "C12H18N6O2PPdS2",
  "method": "ωB97M-V/def2-TZVPD",
  "spin_multiplicity": 6,
  "charge": 2,
  "e_lumo_ev": [-5.26, -10.12],
  "gap_ev": [7.280, 5.336],
  "homo_energy_ev": [-12.541, -15.453],
  "energy_ha": -2212.141466,
  "species": ["Pd", "C", "C", "O", "P", "S", "S", "O", "C", "C", "H", "H", "H", "H", "H", "H", "H", "H", "H", "H", "N", "C", "N", "C", "N", "N", "C", "N", "C", "C", "C", "C", "C", "N", "H", "H", "H", "H", "H", "H", "H", "H"],
  "coordinates": [[0.30329, -0.14744, 0.02033], [-3.89877, -2.84334, 4.39082], [-2.68257, -3.36022, 3.68219], [-2.04665, -2.19316, 2.97768], [-1.07889, -2.21315, 1.79154], [0.51803, -0.94414, 2.26236], [-1.75651, -1.34176, 0.12406], [-0.57612, -3.66675, 1.63716], [0.16005, -4.26211, 0.50512], [1.64325, -4.14350, 0.73333], [-4.36004, -3.67457, 4.92525], [-4.62717, -2.44445, 3.68719], [-3.63496, -2.07709, 5.11725], [-2.91506, -4.10251, 2.92288], [-1.92213, -3.74200, 4.35811], [-0.17949, -3.77140, -0.40703], [-0.17666, -5.29445, 0.49651], [1.97185, -3.10054, 0.72916], [2.16774, -4.66324, -0.06930], [1.93274, -4.60271, 1.67697], [-0.99199, 2.89188, 1.05878], [0.25760, 2.99726, 0.62816], [0.72075, 4.25668, 0.46971], [1.98627, 4.39016, 0.12644], [2.50419, 5.56499, -0.16855], [2.83429, 3.30695, 0.20004], [2.23227, 2.07835, -0.11896], [0.95533, 1.88147, 0.34205], [2.91759, 1.04323, -0.75597], [4.24340, 1.13527, -1.23296], [4.79427, 0.06385, -1.88846], [4.04539, -1.10681, -2.06650], [2.76751, -1.15332, -1.55063], [2.21274, -0.12231, -0.90804], [-1.50898, 3.73713, 1.24510], [-1.44562, 2.00149, 1.16924], [1.90926, 6.37980, -0.18025], [3.49035, 5.66435, -0.34794], [4.80554, 2.04406, -1.07092], [5.80653, 0.12300, -2.26449], [4.44924, -1.96423, -2.58324], [2.15579, -2.04118, -1.65413]]
}